1.
Density functional theory data (wB97M-V/def2-TZVPD) for a 13-piece molecular cluster, C48H87FNO12Si overall.

Its total energy is -87835.4255 eV. Its charge is +1.

XYZ file:
```
150
Properties=species:S:1:pos:R:3:forces:R:3:lowdin_charge:R:1
C 3.04892 -6.74936 1.86139 -0.11 0.58 0.60 -0.18
Si 3.81227 -5.15204 2.50238 0.70 -0.25 0.02 0.58
C 4.05476 -5.10558 4.35865 -0.23 0.47 -0.39 -0.16
C 5.51070 -4.98648 1.68272 -0.92 0.00 -0.18 -0.17
C 2.84277 -3.58265 2.00986 -0.23 -0.34 0.07 -0.16
C 3.56130 -2.43707 1.79691 0.31 -0.06 0.09 -0.05
C 2.98124 -1.20434 1.44905 -0.38 0.32 -0.07 0.00
C 1.63045 -1.11010 1.27050 -0.02 -0.28 0.14 0.01
C 0.83377 -2.24818 1.47826 -0.65 0.04 -0.08 -0.12
C -0.57724 -2.19194 1.30853 0.55 -0.23 0.05 0.06
C -1.32898 -3.29892 1.52532 -0.49 0.54 -0.18 0.03
N -0.70289 -4.43028 1.92341 0.22 0.12 -0.01 -0.04
F -1.49362 -5.50038 2.15727 0.02 -0.06 0.01 0.11
C 0.59492 -4.58011 2.10017 -0.33 0.04 -0.01 0.09
C 1.42293 -3.48134 1.86448 0.62 0.03 0.02 -0.11
H 2.47433 -7.25039 2.64191 -0.14 -0.05 0.04 0.04
H 3.87265 -7.41849 1.64085 -0.05 -0.10 -0.20 0.01
H 2.41590 -6.63470 0.98433 0.09 -0.07 -0.21 0.04
H 4.94517 -5.65316 4.65354 -0.07 -0.24 0.16 0.04
H 3.18346 -5.40317 4.93689 0.00 -0.28 0.10 0.03
H 4.23902 -4.06243 4.62265 0.12 0.08 0.06 0.03
H 5.88505 -5.98122 1.45749 0.24 -0.12 0.23 0.04
H 5.35053 -4.51075 0.71485 0.22 0.22 -0.05 0.02
H 6.21044 -4.42006 2.28828 0.20 0.04 -0.05 0.04
H 4.63585 -2.47202 1.90535 0.13 0.04 -0.02 0.11
H 3.57840 -0.31715 1.30680 0.22 0.00 -0.08 0.10
H 1.14122 -0.19110 0.99459 0.08 0.22 -0.08 0.13
H -1.03883 -1.27098 0.98931 -0.30 -0.01 0.01 0.12
H -2.39857 -3.32866 1.39545 -0.08 -0.15 0.07 0.15
H 0.91909 -5.55671 2.42203 0.11 -0.05 0.01 0.13
C 4.17822 -5.14623 9.17304 0.16 -0.14 -0.08 -0.01
C 4.77046 -4.32305 8.05829 0.00 -0.07 0.06 -0.50
O 5.58235 -4.78058 7.28653 -0.01 0.04 -0.04 0.05
C 4.30532 -2.88965 7.95152 0.16 0.01 -0.23 -0.01
H 4.59370 -6.15088 9.14114 0.00 0.01 -0.01 0.08
H 4.41297 -4.69161 10.13797 -0.13 0.06 0.00 0.07
H 3.09406 -5.20404 9.05948 -0.02 0.10 0.10 0.09
H 4.54430 -2.35394 8.87011 -0.15 -0.02 0.06 0.06
H 3.22703 -2.85278 7.78704 -0.03 0.02 0.16 0.09
H 4.80736 -2.40342 7.11688 0.01 -0.02 0.00 0.08
C -4.25657 0.92941 -1.25937 -0.03 -0.31 0.00 -0.02
C -3.59270 0.53668 0.03562 -0.03 0.10 0.00 -0.49
O -3.45681 -0.63008 0.34736 0.18 -0.14 0.00 0.04
C -3.10902 1.65076 0.92301 0.11 -0.34 0.00 -0.03
H -4.55784 0.03570 -1.80192 0.00 0.00 0.01 0.08
H -5.13850 1.53834 -1.05653 0.08 0.14 -0.04 0.09
H -3.56244 1.50440 -1.87383 -0.07 0.14 0.04 0.09
H -3.94285 2.28707 1.21775 0.06 0.12 -0.05 0.08
H -2.37051 2.25432 0.39189 -0.12 0.14 -0.02 0.10
H -2.65436 1.24036 1.82038 -0.04 0.05 0.04 0.07
C -4.47433 2.54928 5.63888 0.18 -0.17 -0.12 -0.02
C -3.98621 3.38215 4.47796 0.01 0.10 -0.04 -0.49
O -3.16850 2.95368 3.69187 0.00 -0.10 0.09 0.05
C -4.56098 4.76450 4.33058 0.23 -0.06 -0.09 -0.02
H -3.98269 1.57863 5.62419 0.00 0.01 -0.01 0.08
H -4.24492 3.05101 6.57978 -0.14 0.05 0.02 0.09
H -5.55300 2.40406 5.56584 -0.03 0.10 0.10 0.09
H -4.33497 5.36320 5.21508 -0.14 -0.05 0.07 0.09
H -5.64207 4.70923 4.20031 -0.03 0.08 0.10 0.09
H -4.13180 5.24299 3.45697 -0.05 0.02 -0.02 0.06
C -4.86413 5.60246 -0.39980 0.00 -0.11 0.45 -0.02
C -5.45971 6.56528 0.59470 0.04 -0.05 0.05 -0.49
O -5.57956 6.27869 1.76603 -0.05 0.04 -0.09 0.05
C -5.90434 7.90539 0.06248 -0.06 0.03 0.25 -0.02
H -4.58578 4.68324 0.11416 0.01 0.03 0.02 0.07
H -5.58538 5.37167 -1.17799 0.07 0.09 -0.18 0.06
H -3.97555 6.03792 -0.85734 -0.09 0.02 -0.18 0.09
H -6.67049 7.76722 -0.70173 0.10 0.02 -0.11 0.09
H -5.05567 8.43313 -0.37496 -0.04 -0.03 -0.14 0.09
H -6.31409 8.50157 0.87483 0.01 -0.01 0.00 0.08
C 5.60232 -0.99528 11.13476 -0.18 -0.16 -0.01 -0.03
C 6.16892 -2.24890 11.75733 0.00 -0.03 0.03 -0.50
O 5.48242 -3.23168 11.92126 0.01 -0.01 -0.08 0.06
C 7.62279 -2.22109 12.15617 -0.08 -0.22 0.08 -0.02
H 4.55208 -1.15809 10.90146 0.00 0.03 0.03 0.07
H 5.68506 -0.15523 11.82523 0.13 0.05 -0.07 0.09
H 6.14326 -0.76259 10.21565 0.07 0.14 0.07 0.09
H 7.79270 -1.43726 12.89569 0.06 0.09 -0.10 0.09
H 8.24634 -2.02845 11.28180 0.02 0.13 0.04 0.09
H 7.89909 -3.18106 12.58559 -0.01 0.00 0.00 0.08
C 6.14721 1.11615 -1.84959 -0.06 0.39 0.22 -0.02
C 4.76714 0.65567 -1.50062 0.09 0.05 0.07 -0.48
O 4.17891 1.05630 -0.51567 -0.10 -0.13 0.02 0.04
C 4.12939 -0.34239 -2.43730 -0.25 0.02 0.18 -0.01
H 6.48966 1.82569 -1.09802 -0.02 -0.03 0.03 0.09
H 6.82679 0.26499 -1.86705 -0.08 0.08 -0.19 0.06
H 6.14211 1.60437 -2.82489 0.04 -0.20 0.03 0.06
H 4.73783 -1.24626 -2.48363 0.08 0.04 -0.13 0.07
H 4.05055 0.08521 -3.43749 0.13 -0.08 -0.05 0.09
H 3.13318 -0.59848 -2.07817 0.01 0.01 0.00 0.07
C 7.18613 -3.49368 -1.66893 -0.13 0.20 0.01 -0.01
C 8.09270 -2.49717 -0.98802 0.08 0.05 0.04 -0.49
O 7.73986 -1.35911 -0.77088 -0.01 -0.27 0.05 0.06
C 9.46240 -2.98593 -0.59072 0.00 0.23 0.07 -0.02
H 6.23416 -3.02121 -1.90191 0.00 0.00 0.00 0.06
H 7.64477 -3.84477 -2.59433 0.03 -0.12 0.06 0.09
H 7.01024 -4.34657 -1.01171 0.11 -0.08 -0.08 0.07
H 10.01133 -3.31864 -1.47296 -0.02 -0.14 0.03 0.09
H 9.37338 -3.81857 0.10886 0.03 -0.10 -0.10 0.09
H 10.01173 -2.17771 -0.11381 -0.01 0.00 0.00 0.08
C 3.73458 -11.13344 -0.84856 0.19 0.13 0.07 -0.02
C 3.17202 -10.18512 0.17929 0.08 -0.02 0.00 -0.49
O 3.88244 -9.42447 0.79773 -0.01 -0.23 -0.11 0.05
C 1.67980 -10.22797 0.40379 0.07 0.18 0.15 -0.02
H 4.81218 -11.00259 -0.91177 -0.01 0.00 0.01 0.08
H 3.51684 -12.16381 -0.56431 -0.10 -0.01 -0.09 0.09
H 3.29247 -10.93194 -1.82550 -0.09 -0.12 0.01 0.09
H 1.38042 -11.22224 0.73729 -0.05 -0.03 -0.12 0.09
H 1.15589 -9.99011 -0.52328 -0.03 -0.14 -0.03 0.09
H 1.40579 -9.50100 1.16563 0.01 -0.01 0.00 0.07
C 7.86849 2.56428 -6.69875 -0.22 0.03 0.11 -0.02
C 7.93398 1.55989 -5.57574 -0.02 0.02 0.00 -0.49
O 6.99998 1.38403 -4.82590 0.06 -0.04 -0.21 0.05
C 9.21869 0.78311 -5.42667 -0.14 -0.10 0.18 -0.02
H 6.89623 3.05140 -6.69403 0.00 -0.01 0.01 0.08
H 8.64594 3.31883 -6.57121 0.08 -0.06 -0.10 0.09
H 8.01172 2.06274 -7.65691 0.14 0.04 -0.01 0.09
H 10.04971 1.46676 -5.24814 0.05 -0.01 -0.13 0.09
H 9.41634 0.21015 -6.33381 0.10 0.10 -0.04 0.09
H 9.13348 0.09973 -4.58440 -0.01 0.01 0.00 0.08
C -5.87142 4.09366 -5.51121 -0.04 -0.13 0.23 -0.01
C -5.30551 5.17912 -4.62891 0.00 0.04 0.02 -0.48
O -5.23714 5.04537 -3.42640 -0.01 -0.06 -0.17 0.05
C -4.83557 6.43318 -5.31522 0.01 0.11 0.21 -0.01
H -6.17517 3.24722 -4.89871 0.00 0.01 0.00 0.08
H -6.73881 4.47346 -6.05343 0.08 0.04 -0.12 0.07
H -5.11794 3.76401 -6.22813 -0.06 0.08 -0.11 0.09
H -5.66645 6.89784 -5.85141 0.04 -0.07 -0.13 0.08
H -4.03924 6.19604 -6.02269 -0.09 0.01 -0.11 0.09
H -4.45501 7.13304 -4.57446 0.00 -0.02 0.01 0.08
C -8.20409 5.47427 -8.63776 0.21 0.13 0.08 -0.03
C -8.78151 6.44384 -7.63461 -0.02 0.03 0.00 -0.51
O -8.09172 7.27341 -7.08597 0.07 -0.08 0.04 0.06
C -10.25791 6.32999 -7.35143 0.03 0.25 0.14 -0.02
H -7.13817 5.66142 -8.75197 -0.01 0.01 0.00 0.08
H -8.35313 4.44841 -8.29611 -0.12 -0.02 -0.10 0.08
H -8.69390 5.60158 -9.60387 -0.08 -0.12 0.02 0.09
H -10.48838 5.34022 -6.95403 -0.06 -0.05 -0.16 0.09
H -10.82789 6.49564 -8.26775 -0.04 -0.20 -0.02 0.08
H -10.54282 7.08149 -6.61802 0.03 0.00 0.01 0.08
C -14.70244 5.70507 -7.92627 0.16 -0.15 -0.09 -0.03
C -14.20691 6.50924 -9.10418 0.02 -0.01 -0.04 -0.51
O -13.37622 6.06825 -9.86451 0.05 0.01 0.06 0.06
C -14.79364 7.88719 -9.28986 0.15 -0.02 -0.18 -0.02
H -14.20209 4.73935 -7.91213 0.00 0.01 -0.01 0.08
H -14.48651 6.23213 -6.99547 -0.15 0.05 0.01 0.08
H -15.77861 5.54633 -8.00726 -0.03 0.10 0.10 0.09
H -14.58187 8.50545 -8.41608 -0.14 -0.02 0.05 0.09
H -15.87363 7.81888 -9.42777 -0.03 0.04 0.14 0.09
H -14.35287 8.35201 -10.16861 0.00 -0.01 0.00 0.08
```
Forces are in eV/Å.

2.
Density functional theory data (wB97M-V/def2-TZVPD) for one molecule with the formula C3H4N2 in a non-equilibrium geometry.

For the relative energy (zero: lowest compared OMol25 entry of this formula, charge and spin), the calculation gives 0.9 kcal/mol. As for the SMILES: c1c[nH]cn1. Its total energy is -6155.8628 eV. Its charge is 0.

XYZ file:
```
9
Properties=species:S:1:pos:R:3:forces:R:3:lowdin_charge:R:1
C 1.14402 -0.24773 -0.01096 0.01 0.26 0.25 -0.17
C 0.57865 1.00705 -0.00397 0.01 -1.16 -0.01 -0.12
C -0.96979 -0.57294 0.01202 0.62 0.53 -0.25 -0.22
H 2.21034 -0.48411 0.03838 -0.57 0.04 -0.13 0.10
H 1.03743 1.96598 0.04579 0.00 0.45 -0.07 0.09
H -1.53143 1.48224 0.02829 0.78 -0.57 -0.06 0.15
H -1.96343 -0.97726 -0.00031 -0.09 -0.26 0.03 0.11
N -0.77985 0.78536 -0.01284 -0.52 0.10 0.23 0.02
N 0.16982 -1.22894 -0.00069 -0.24 0.61 0.03 0.04
```
Forces are in eV/Å.

Number 1: Kohn-Sham gap 7.06 eV. Number 2: Kohn-Sham gap 9.78 eV.